Formula: C24H72O22
Source: OMol25
Level of theory: the ωB97M-V functional and the def2-TZVPD basis

XYZ file:
```
118
Properties=species:S:1:pos:R:3
O -0.55092 -3.47734 0.15666
C -0.35332 -4.00869 -1.13895
C 1.09910 -4.40679 -1.49467
O 2.01896 -3.50730 -0.95177
H 0.19727 -3.80245 0.70908
H -0.99583 -4.94287 -1.35482
H -0.49365 -3.12021 -1.81274
H 1.12175 -4.49969 -2.57447
H 1.32986 -5.39142 -1.01322
H 1.77657 -2.60503 -1.13923
O 0.99628 -4.60422 2.04688
C 2.36660 -4.54479 2.46882
C 2.61463 -3.26483 3.24312
O 1.90899 -3.24986 4.46229
H 0.39914 -4.20858 2.73076
H 2.52566 -5.46093 3.06085
H 3.06402 -4.61182 1.57250
H 2.29664 -2.35765 2.70225
H 3.77201 -3.20893 3.43468
H 1.04119 -2.83990 4.38579
O -0.44190 3.62333 -1.00149
C -0.58805 3.29511 -2.41127
C -1.83683 4.01022 -2.84560
O -3.05849 3.36416 -2.29335
H -1.02851 3.07264 -0.42547
H 0.31591 3.72576 -2.79291
H -0.67690 2.23440 -2.58528
H -2.04268 3.98009 -3.91472
H -1.70298 5.05831 -2.46990
H -2.99469 3.06375 -1.35697
O 1.59463 3.08727 0.77445
C 1.15687 4.25557 1.54466
C 2.08501 4.46509 2.73147
O 2.04451 3.32112 3.65654
H 1.05887 3.13928 -0.05557
H 1.23967 5.13105 0.89039
H 0.11764 4.17152 1.92943
H 1.74370 5.33149 3.23378
H 3.15349 4.55692 2.40489
H 2.89468 2.88979 3.49055
O -3.40447 -1.99734 -1.95316
C -3.86565 -3.23987 -2.42088
C -5.22793 -3.44880 -1.73707
O -5.95671 -2.23572 -1.68880
H -3.30874 -2.12763 -0.97504
H -3.95028 -3.01520 -3.49120
H -3.20193 -4.10355 -2.42516
H -5.01142 -3.68355 -0.73218
H -5.82761 -4.27927 -2.14631
H -5.64376 -1.69339 -2.45949
O 2.19987 2.05736 -4.14429
C 3.41237 1.57974 -3.61282
C 3.81112 0.39741 -4.41139
O 3.15071 -0.77238 -4.22832
H 2.25904 2.15585 -5.08532
H 4.27382 2.36700 -3.62104
H 3.20152 1.44605 -2.55433
H 4.82609 0.22289 -4.06414
H 3.88165 0.64025 -5.49772
H 2.45691 -0.58984 -3.59521
O 4.14444 1.28195 0.23984
C 5.38628 1.08023 0.84172
C 5.17843 0.52160 2.23948
O 4.40065 1.50259 3.03982
H 3.57252 1.88569 0.82063
H 6.07906 0.49547 0.21057
H 5.91926 1.99975 0.88592
H 6.17527 0.34491 2.68121
H 4.62085 -0.41523 2.16304
H 3.74067 0.95868 3.51786
O -3.19013 -2.45938 0.57948
C -3.63927 -1.57642 1.57021
C -4.84486 -0.78980 1.24020
O -4.66692 0.20721 0.23286
H -2.29052 -2.75541 0.77790
H -3.84483 -2.16377 2.48602
H -2.86066 -0.88232 1.95548
H -5.27040 -0.30185 2.12260
H -5.64793 -1.46817 0.88882
H -4.46073 -0.23557 -0.61809
O 0.33652 -0.94562 1.05087
C 1.46854 -0.10799 0.63638
C 1.33773 0.31531 -0.81377
O 1.33486 -0.79046 -1.67702
H 0.30716 -1.67985 0.40359
H 1.41508 0.76024 1.30611
H 2.41180 -0.71567 0.81613
H 2.22617 0.85980 -1.04803
H 0.46421 1.02454 -0.99846
H 0.44995 -0.91661 -2.00110
O -0.39701 -1.78844 3.72658
C -0.45427 -0.48108 4.22033
C 0.83585 0.02093 4.86261
O 1.85321 0.41433 3.91392
H 0.08448 -1.56039 2.92440
H -0.70705 0.24622 3.47665
H -1.26327 -0.33169 4.99984
H 1.25414 -0.85961 5.43411
H 0.58014 0.87870 5.60475
H 1.61392 1.33708 3.72860
C -1.87776 0.30489 -4.80982
C -0.75644 -0.19022 -3.94842
O -1.18681 -0.29465 -2.53654
H -2.10968 1.33863 -4.56976
H -2.79080 -0.32744 -4.88763
H -1.39138 0.32123 -5.82861
H 0.03553 0.61782 -3.91638
H -0.33862 -1.14471 -4.22854
H -1.90645 -0.97634 -2.42907
C -3.17867 4.35729 1.38226
C -3.28024 2.84725 1.47389
O -2.45549 2.23417 0.53238
H -3.85420 4.88479 2.02378
H -3.20253 4.82309 0.38590
H -2.20227 4.66613 1.77863
H -4.29213 2.53003 1.18536
H -3.17159 2.36253 2.46282
H -2.93734 1.39205 0.33406
```

Summary:
Frontier orbital gap, Eh: 0.38610
ΔE to the lowest compared entry with this formula, charge and spin, eV: 0.1281
E_HOMO, hartree: -0.3638
SMILES: OCCO.OCCO.OCCO.OCCO.OCCO.OCCO.OCCO.OCCO.OCCO.OCCO.CCO.CCO
E_LUMO, Eh: 0.022
Energy, eV: -71095.7069

Atomic partial charges in e from the Löwdin method, atoms 1 to 99: -0.12, -0.22, -0.25, -0.05, 0.06, 0.14, 0.12, 0.11, 0.13, 0.04, -0.10, -0.21, -0.25, -0.07, 0.11, 0.12, 0.14, 0.11, 0.15, 0.03, -0.12, -0.20, -0.19, -0.10, 0.07, 0.12, 0.09, 0.11, 0.13, 0.05, -0.11, -0.20, -0.18, -0.09, 0.05, 0.12, 0.11, 0.10, 0.14, 0.04, -0.13, -0.22, -0.23, -0.07, 0.04, 0.12, 0.11, 0.09, 0.12, 0.11, -0.07, -0.24, -0.32, -0.02, 0.08, 0.15, 0.10, 0.11, 0.13, 0.05, -0.09, -0.26, -0.17, -0.10, 0.10, 0.13, 0.10, 0.12, 0.11, 0.05, -0.05, -0.23, -0.22, -0.07, 0.09, 0.14, 0.13, 0.13, 0.13, 0.09, -0.10, -0.18, -0.22, -0.07, 0.05, 0.10, 0.13, 0.07, 0.14, 0.03, -0.07, -0.26, -0.20, -0.09, 0.04, 0.11, 0.14, 0.13, 0.15

Formula: C24H77BINO29PS
Source: OMol25
Level of theory: the ωB97M-V functional and the def2-TZVPD basis

XYZ file:
```
135
Properties=species:S:1:pos:R:3
C -0.52767 -2.22170 -0.62949
C -0.44027 -0.99597 -0.62594
N -0.48441 0.49769 -0.56220
C -0.30631 0.92793 -2.00173
C -0.42893 -0.18393 -3.12274
C -0.37262 0.63947 -4.53200
C -1.49127 0.10564 -5.55929
O -1.74183 1.08209 -6.60964
C -3.06359 0.95226 -7.07714
O -3.41146 0.06675 -7.85610
C 0.64022 0.85245 0.37103
P 1.41676 2.57057 0.31123
O 0.85120 3.65116 -0.84479
O 3.12977 2.49293 0.27809
C 0.43571 0.54974 1.91561
C 1.63848 -0.42822 2.41692
C 1.58765 -1.88226 1.83847
C 0.73980 -3.03740 2.35981
C 0.73571 -4.43621 1.80097
C 1.65081 -4.77988 0.64509
C 2.52627 -3.66855 0.08539
C 3.52331 -4.02617 -1.11365
C 2.50539 -2.24395 0.65897
B 0.74007 1.93494 2.79059
O 2.03556 2.14108 3.42776
O -0.23425 2.94551 3.03610
C -0.99304 0.07200 2.42001
C -2.19432 0.02765 1.36003
C -3.51093 0.61826 2.09672
C -4.24710 -0.50576 2.98806
O -3.39400 -1.07360 4.01303
C -3.54677 -0.43719 5.27386
C -4.92030 -0.51894 6.09668
O -2.55116 0.14124 5.71843
C -1.87623 0.80062 -0.02051
S -3.23891 0.19097 -1.16865
I -2.30438 2.90310 0.29952
H -0.49172 -3.33968 -0.69145
H 0.70630 1.42332 -2.21051
H -1.07374 1.73895 -2.25932
H 0.47632 -0.88035 -3.19576
H -1.41303 -0.73595 -3.16507
H -0.48216 1.75962 -4.36847
H 0.62526 0.42934 -5.05186
H -1.08416 -0.84588 -6.04992
H -2.46149 -0.13828 -5.02121
H -3.88216 1.65973 -6.70995
H 1.48945 0.13722 0.05020
H 1.56199 3.74530 -1.53042
H 3.42362 2.77268 -0.62808
H 1.70717 -0.43874 3.54900
H 2.60633 0.05343 2.03206
H 0.05033 -2.81208 3.24163
H 0.03183 -5.19372 2.28131
H 1.62671 -5.84023 0.25809
H 3.37282 -3.25547 -1.92310
H 4.57942 -3.97836 -0.67493
H 3.33080 -5.06929 -1.50517
H 3.20193 -1.50705 0.16301
H 1.90635 1.84015 4.35499
H 0.10606 3.84793 2.84859
H -1.36975 0.68865 3.31070
H -0.89818 -0.98725 2.84693
H -2.46018 -1.07569 1.19154
H -4.30789 0.91828 1.32759
H -3.27680 1.50091 2.76761
H -5.24594 -0.12171 3.39751
H -4.51652 -1.34773 2.26891
H -5.75075 -0.80994 5.37891
H -5.11232 0.52903 6.47439
H -4.80740 -1.29885 6.94282
H -3.56725 1.28412 -1.97102
O 4.73453 -2.40953 -3.48742
H 5.25147 -2.64644 -4.26859
H 5.19979 -1.64539 -3.12274
O 5.95876 1.98775 0.90763
H 5.06288 2.31178 1.07397
H 6.41664 2.12498 1.74809
O 6.40927 -4.87032 -0.34102
H 7.11188 -5.23827 -0.89436
H 6.83477 -4.72589 0.51285
O 0.01376 -0.19607 -8.88345
H -0.83103 0.11238 -8.52889
H 0.67299 0.25812 -8.34481
O -5.87078 2.20314 -2.63557
H -6.53774 2.77522 -3.03963
H -5.91126 1.39196 -3.15828
O -6.95970 1.04631 3.98183
H -7.67895 0.41995 4.13738
H -7.18070 1.80047 4.54437
O 3.83450 -0.37686 -5.84214
H 4.31526 -0.83214 -6.54676
H 3.72853 -1.05156 -5.15895
O 4.04861 -2.70692 -7.47072
H 3.30942 -2.43992 -8.03225
H 4.19272 -3.63329 -7.69963
O 8.14495 -4.33807 -2.82635
H 7.42280 -3.98934 -3.36057
H 8.93814 -3.99675 -3.25616
O 1.00278 -3.41376 -3.14997
H 1.78726 -3.15392 -3.65071
H 0.32459 -3.54117 -3.82535
O -4.94980 -2.63602 9.14704
H -4.86767 -1.82373 9.66195
H -4.03749 -2.87730 8.94403
O -1.25151 4.48142 5.41830
H -0.75280 4.02509 4.72852
H -1.36394 3.81150 6.10478
O -8.30162 3.24300 -2.21535
H -9.19985 3.55595 -2.05426
H -7.84742 3.38803 -1.37527
O 8.82301 -2.04327 -4.53822
H 9.33974 -2.28215 -5.31809
H 9.28674 -1.27797 -4.17625
O 1.43624 5.71434 2.29165
H 2.14100 5.29468 1.78347
H 1.80039 6.57531 2.53136
O -3.93077 -3.60945 5.52042
H -3.20355 -4.24077 5.57865
H -3.61188 -2.93867 4.90156
O -5.33107 -0.86938 -5.29736
H -4.73774 -0.80996 -6.05815
H -6.00679 -1.49879 -5.57737
O -2.89626 3.05550 8.34421
H -3.56508 3.61990 7.93728
H -2.91851 2.24685 7.81545
O -8.61842 2.64880 1.91016
H -9.43586 2.24562 2.22580
H -7.92309 2.07428 2.25978
O 6.74504 4.32675 2.31218
H 7.53551 4.57571 1.81263
H 6.07066 4.20259 1.63486
O 9.78134 5.22375 1.94602
H 9.87880 6.03001 2.46716
H 10.68826 4.96523 1.74321
```

Summary:
Frontier orbital gap, Eh: 0.28515
E_HOMO, hartree: -0.3816
Total charge: +1
E_LUMO, Eh: -0.096
Energy, eV: -115893.1504

Atomic partial charges in e from the Löwdin method, atoms 1 to 99: 0.20, -0.13, -0.21, -0.16, -0.17, -0.13, -0.17, -0.10, -0.27, 0.08, -0.28, 0.99, -0.30, -0.25, -0.26, -0.10, -0.17, -0.06, -0.08, -0.04, -0.19, -0.08, 0.01, -0.65, 0.06, 0.01, -0.06, -0.33, -0.20, -0.15, -0.10, -0.41, 0.02, 0.08, -0.93, 0.78, 1.15, 0.10, 0.14, 0.11, 0.11, 0.09, 0.12, 0.12, 0.15, 0.12, 0.17, 0.14, 0.08, 0.08, 0.14, 0.13, 0.09, 0.10, 0.10, 0.03, 0.06, 0.09, 0.11, 0.12, 0.08, 0.12, 0.11, 0.14, 0.09, 0.10, 0.10, 0.14, 0.07, 0.09, 0.09, -0.10, -0.05, 0.05, 0.06, -0.07, -0.01, 0.04, -0.07, 0.03, 0.05, -0.06, 0.00, 0.03, -0.09, 0.02, 0.03, -0.06, 0.07, 0.07, -0.08, 0.01, -0.01, -0.06, 0.05, 0.05, -0.06, 0.02, 0.02